Record 1
Density functional theory data (wB97M-V/def2-TZVPD) for one molecule with the formula C13H19ClN2O5S.

## Properties
ΔE to the lowest compared entry with this formula, charge and spin = 3.71 kcal per mole
SMILES = COCCNC(=O)CN(c1cc(Cl)ccc1OC)S(C)(=O)=O
E_LUMO = 0.484 eV
total charge = 0
orbital gap = 9.01 eV
E_tot = -50363.8730 eV

XYZ file:
```
41
Properties=species:S:1:pos:R:3:forces:R:3
C 2.9405 -1.6382 -4.0497 0.0 0.1 0.0
H 2.7036 -1.8809 -5.0924 0.0 0.0 0.0
O 2.3240 -2.5511 -3.1666 0.0 0.0 0.2
C 0.9553 -2.7580 -3.3897 -0.2 0.1 0.0
C 0.0724 -1.5334 -3.0854 0.3 -0.1 -0.2
N 0.2865 -1.0606 -1.7399 -0.2 -0.3 -0.1
C 1.0574 0.0033 -1.4803 -0.1 -0.1 0.4
O 1.5054 0.7576 -2.3240 0.2 0.3 -0.1
C 1.3342 0.2264 0.0182 0.5 0.1 -0.3
N 0.1781 0.2390 0.8859 -0.1 -0.9 0.4
C -0.7117 1.3198 0.8830 -0.7 0.5 0.4
C -1.0419 1.9907 -0.2858 0.0 -0.1 0.2
C -1.9653 3.0241 -0.2553 0.0 -0.1 0.3
C -2.5857 3.3867 0.9247 0.1 -0.1 -0.2
C -2.2431 2.7335 2.0971 0.1 -0.2 0.2
C -1.2914 1.7240 2.0997 0.0 0.3 -0.1
O -0.8304 1.1111 3.2284 0.0 0.3 -0.3
C -1.6343 1.1701 4.3883 -0.1 0.0 0.1
H -1.1811 0.4809 5.0990 0.0 0.0 0.0
H -1.6433 2.1762 4.8194 0.0 -0.1 0.0
H -2.6544 0.8460 4.1715 0.0 0.0 0.0
H -2.7157 3.0382 3.0165 0.0 0.0 0.1
H -3.3200 4.1757 0.9359 -0.1 0.1 0.0
Cl -2.3567 3.8441 -1.7208 -0.1 0.1 -0.3
H -0.5838 1.7131 -1.2199 0.0 0.0 -0.1
S -0.2628 -1.1877 1.6369 0.2 -0.2 0.3
O 0.1441 -2.2674 0.7721 0.4 -0.1 0.1
O -1.6439 -1.1393 1.9957 0.0 0.3 0.1
C 0.7993 -1.3024 3.0988 -0.4 0.2 -0.7
H 0.3280 -1.9954 3.7835 -0.1 -0.2 0.0
H 1.7551 -1.6867 2.7691 0.2 -0.1 -0.1
H 0.8904 -0.3209 3.5393 0.0 0.1 0.1
H 1.8715 1.1745 0.1198 -0.1 -0.2 0.0
H 1.9766 -0.5899 0.3555 0.2 0.1 -0.1
H 0.0924 -1.7045 -0.9781 0.0 0.2 -0.1
H 0.3118 -0.7103 -3.7626 -0.1 -0.1 0.0
H -0.9763 -1.8143 -3.2123 0.1 0.0 -0.1
H 0.7741 -3.0706 -4.4305 0.0 0.0 0.1
H 0.6823 -3.5750 -2.7162 -0.1 0.0 -0.1
H 2.6470 -0.6053 -3.8395 0.0 -0.1 0.0
H 4.0120 -1.7429 -3.8896 0.0 0.0 -0.1
```
Forces are in eV/Å.

Charges computed using Mulliken, reported in e: C -0.589; H 0.299; O -0.349; C -0.506; C -0.991; N 0.198; C 0.717; O -0.712; C -1.096; N 0.381; C 0.775; C -0.421; C -0.027; C -0.931; C -0.467; C -0.096; O -0.315; C -1.015; H 0.257; H 0.344; H 0.417; H 0.382; H 0.431; Cl -0.239; H 0.636; S 1.339; O -0.787; O -0.661; C -1.086; H 0.416; H 0.382; H 0.321; H 0.279; H 0.424; H 0.265; H 0.462; H 0.379; H 0.371; H 0.364; H 0.227; H 0.224


Record 2
Density functional theory data (wB97M-V/def2-TZVPD) for C13H19EuN as an isolated structure.

## Properties
ΔE to the lowest compared entry with this formula, charge and spin = 0.00 kcal per mole
E_LUMO (spin up / spin down) = 2.949 / 2.947 eV
total charge = -1
spin multiplicity = 7
orbital gap (spin up / spin down) = 6.39 / 6.41 eV
E_tot = -34604.6938 eV

XYZ file:
```
34
Properties=species:S:1:pos:R:3:forces:R:3
C -0.4408 1.2492 -2.3228 0.3 0.7 0.6
C 0.9626 1.3673 -2.0714 -0.5 0.3 0.2
C 1.1446 2.1847 -0.9106 -0.8 -0.1 -0.2
C -0.1528 2.5750 -0.4360 0.2 -0.5 -0.7
C -1.1356 1.9971 -1.3123 0.9 -0.2 -0.1
Eu -0.1064 -0.1833 0.0387 -0.1 2.6 -0.8
N -1.6808 -1.4938 -0.8211 1.4 -0.9 1.1
C -0.3330 -2.4046 -0.5769 -2.2 -3.4 -0.9
C 1.0417 -1.9494 -0.9163 0.9 1.2 0.0
H 2.1025 2.4862 -0.4835 -0.3 -0.2 -0.1
H 1.7620 0.9281 -2.6792 -0.4 0.2 0.4
H -0.3542 3.1906 0.4390 0.0 -0.1 -0.2
H -2.2189 2.0809 -1.2102 0.4 0.0 -0.1
H -0.9018 0.6804 -3.1334 0.2 0.2 0.4
H 1.2860 -2.0003 -1.9742 0.1 -0.2 0.1
H -0.3270 -2.7693 0.4763 -0.2 0.1 -0.4
H -2.3625 -2.0159 -0.2345 0.5 0.4 -0.6
H 1.7841 -2.3803 -0.2308 -0.1 0.0 -0.4
H -0.5146 -3.2643 -1.2432 -0.4 0.0 0.6
C 0.6909 1.2701 5.6096 0.0 -0.1 -0.1
C 0.0363 -0.0060 5.0570 0.0 0.1 0.4
C 0.7803 -1.2371 5.5840 0.0 -0.1 0.1
C -1.4323 -0.0366 5.4991 0.0 0.0 0.0
C 0.1018 -0.0538 3.6081 0.2 -0.1 -1.5
C 0.2053 -0.2130 2.3920 -0.1 0.2 1.9
H 0.6583 1.2497 6.7000 0.0 0.1 0.1
H 0.1561 2.1537 5.2594 0.0 0.0 0.0
H 1.7307 1.3414 5.2899 0.0 0.0 0.0
H 0.7498 -1.2690 6.6738 0.0 0.0 0.1
H 0.3245 -2.1464 5.1884 0.0 0.0 0.0
H 1.8226 -1.2083 5.2603 -0.1 0.0 0.0
H -1.9483 0.8555 5.1386 0.0 -0.1 0.0
H -1.9359 -0.9143 5.0917 0.0 0.0 0.0
H -1.4958 -0.0641 6.5881 -0.1 0.0 0.1
```
Forces are in eV/Å.

Charges computed using Mulliken, reported in e: C -0.391; C -0.462; C -0.569; C -0.558; C -0.472; Eu 1.193; N -0.737; C -0.250; C -1.042; H 0.362; H 0.395; H 0.404; H 0.346; H 0.332; H 0.247; H 0.240; H 0.140; H 0.220; H 0.426; C -1.560; C 1.997; C -1.668; C -1.555; C -0.698; C -0.736; H 0.347; H 0.383; H 0.382; H 0.392; H 0.377; H 0.393; H 0.392; H 0.375; H 0.355


Record 3
Density functional theory data (wB97M-V/def2-TZVPD) for a 3-piece molecular cluster, C13H19F3N2O6S3 overall.

## Properties
ΔE to the lowest compared entry with this formula, charge and spin = 0.00 kcal per mole
SMILES = N#CC[C@@H](C#N)S(=O)(=O)C(F)(F)F.O=S1(=O)CCCC1.O=S1(=O)CCCC1
E_LUMO = 0.368 eV
total charge = 0
orbital gap = 10.70 eV
E_tot = -69710.1731 eV

XYZ file:
```
46
Properties=species:S:1:pos:R:3:forces:R:3
N 2.8985 -2.3483 3.9524 -0.2 0.3 0.1
C 2.3710 -2.9613 3.1410 0.7 -0.5 0.0
C 1.8790 -3.8884 2.1252 -0.3 0.3 -0.2
C 2.2970 -3.4992 0.6779 -0.4 0.4 0.3
C 2.2334 -2.0605 0.4780 0.0 0.0 0.1
N 2.1316 -0.9260 0.3678 0.1 0.2 -0.1
S 3.9472 -4.1913 0.3938 0.2 -1.0 0.1
O 3.7453 -5.5183 -0.1005 -0.2 0.1 -0.2
O 4.7627 -4.0016 1.5469 0.0 0.5 0.1
C 4.7138 -3.2194 -0.9944 0.1 0.1 0.0
F 5.8231 -3.8890 -1.3078 -0.3 0.3 0.0
F 3.8919 -3.1758 -2.0437 0.2 0.0 0.3
F 5.0211 -1.9879 -0.5990 -0.1 -0.4 -0.2
H 2.2276 -4.8959 2.3480 -0.1 0.0 0.1
H 0.7895 -3.8706 2.1570 0.0 -0.1 -0.1
H 1.5883 -3.9609 -0.0097 0.3 -0.2 -0.2
C -0.1059 0.8230 -3.5961 -0.1 -0.1 0.0
C -1.6274 0.7594 -3.7881 0.0 0.1 0.0
C -2.1418 -0.4418 -2.9850 -0.1 0.1 -0.2
S -0.9875 -0.6557 -1.6246 0.0 0.3 0.0
O -0.3151 -1.9274 -1.7772 0.0 -0.1 0.1
O -1.6365 -0.3157 -0.3843 0.1 -0.3 0.2
C 0.1313 0.6547 -2.0991 0.1 0.1 -0.2
H 0.3089 1.7626 -3.9577 0.0 0.0 0.0
H 0.3744 0.0091 -4.1445 0.0 0.0 0.0
H -2.0801 1.6758 -3.4055 0.0 0.0 0.0
H -1.8998 0.6697 -4.8390 0.0 0.0 0.0
H -3.1324 -0.2727 -2.5706 0.0 -0.1 0.1
H -2.1322 -1.3606 -3.5686 0.1 0.0 0.1
H 1.1459 0.3654 -1.8364 0.0 -0.1 0.1
H -0.1613 1.5482 -1.5462 0.0 0.0 0.0
C -1.9892 3.0799 3.1896 0.0 0.1 -0.1
C -3.1921 3.9804 2.8729 0.0 0.0 0.0
C -3.0027 4.5152 1.4472 -0.1 0.1 0.3
S -2.0312 3.2737 0.5814 -0.1 -0.2 0.1
O -0.7528 3.8445 0.2329 0.0 0.0 -0.2
O -2.8489 2.6366 -0.4206 0.1 0.1 -0.2
C -1.8101 2.1755 1.9735 0.0 0.0 0.3
H -2.1468 2.4976 4.0960 0.0 0.0 0.0
H -1.0955 3.6909 3.3337 0.0 0.0 0.0
H -4.1101 3.3919 2.9264 0.0 0.0 0.0
H -3.2853 4.7979 3.5863 0.0 0.0 0.0
H -3.9438 4.6476 0.9200 0.1 0.0 -0.1
H -2.4334 5.4425 1.4308 0.1 0.0 0.0
H -0.8302 1.7096 1.9051 0.0 0.0 -0.1
H -2.5890 1.4163 1.9146 0.0 0.0 -0.1
```
Forces are in eV/Å.

Charges computed using Mulliken, reported in e: N -0.414; C 0.277; C -0.705; C 0.384; C -0.215; N -0.403; S 1.148; O -0.623; O -0.590; C 0.638; F -0.202; F -0.216; F -0.182; H 0.354; H 0.434; H 0.322; C -0.703; C -0.599; C -0.659; S 1.090; O -0.686; O -0.598; C -0.341; H 0.373; H 0.304; H 0.270; H 0.336; H 0.329; H 0.364; H 0.379; H 0.153; C -0.698; C -0.598; C -0.752; S 1.242; O -0.689; O -0.675; C -0.610; H 0.347; H 0.317; H 0.303; H 0.325; H 0.332; H 0.349; H 0.406; H 0.380


Record 4
Density functional theory data (wB97M-V/def2-TZVPD) for a 3-piece molecular cluster, C13H19F3N5O9 overall.

## Properties
E_LUMO = -3.581 eV
total charge = +1
orbital gap = 9.29 eV
E_tot = -47807.0091 eV

XYZ file:
```
49
Properties=species:S:1:pos:R:3:forces:R:3
C 1.0426 2.4927 -2.4384 -0.5 -0.2 0.8
C -0.0266 3.2322 -1.4667 2.0 -1.2 -0.5
F 0.7656 3.7302 -0.3642 -1.7 -0.6 -1.6
C -1.0139 2.1588 -0.8345 -1.5 0.0 2.5
N -1.4941 2.5021 0.4817 -1.5 -5.3 -2.9
C -2.3065 1.3321 0.7855 2.4 1.6 -2.6
N -2.9838 1.0965 1.9324 0.1 -1.4 -1.4
O -2.9684 1.9661 2.9903 0.4 -0.5 0.6
N -2.2891 0.3949 -0.3221 -1.6 0.9 2.3
C -3.0020 -0.9275 -0.3302 1.5 -1.3 0.0
C -2.1375 -1.8989 0.6572 -0.9 -0.3 0.5
C -1.2125 -2.9166 -0.1300 3.6 0.3 -1.1
O -0.0742 -2.5199 -0.4703 -3.7 -0.7 0.9
O -1.5590 -4.2406 -0.4657 -0.7 2.6 0.1
N -1.4921 0.9099 -1.3081 1.2 4.8 2.1
N -1.1870 0.3198 -2.5257 -0.3 -0.5 -1.2
H 2.0960 2.9085 -2.2988 -1.7 -0.2 -0.2
H 0.7235 2.5861 -3.5252 0.5 -0.3 1.3
H 1.0822 1.4109 -2.0742 0.1 1.4 -0.9
H -0.5491 4.0891 -2.0028 0.5 -1.1 1.1
H -3.5149 0.2282 2.0723 0.3 0.8 -0.2
H -2.6058 1.4163 3.7308 -0.1 0.9 -0.6
H -2.9782 -1.4321 -1.3510 -0.1 1.1 1.1
H -4.0909 -0.8466 -0.0213 1.5 0.3 -0.3
H -2.8944 -2.3797 1.3562 1.2 0.2 -0.9
H -1.4351 -1.2390 1.2819 -1.0 -1.2 -1.0
H -1.1441 -4.3952 -1.3485 0.0 0.0 1.0
H -1.1533 1.0681 -3.2401 0.0 -0.5 0.6
H -1.9251 -0.3284 -2.8408 0.3 0.5 0.5
C 0.8571 -6.7444 0.2719 0.5 0.8 0.1
C 0.0542 -7.7747 1.0021 -0.7 -0.2 0.0
O 0.1382 -8.9043 0.1587 0.5 0.4 0.3
C 1.3341 -8.7897 -0.4873 0.8 -1.2 -1.0
O 1.8680 -9.6798 -1.0723 -0.5 0.8 0.4
O 1.8469 -7.5304 -0.3750 -0.3 -0.4 0.1
F -1.2462 -7.4019 1.0975 -0.1 0.0 0.2
H 0.2719 -6.2084 -0.4795 -0.2 -0.2 0.1
H 1.3128 -6.0171 0.9451 0.1 -0.1 -0.1
H 0.4404 -8.0265 1.9939 -0.2 0.0 0.0
C 3.1256 7.1554 0.3004 -0.4 0.6 -0.7
C 3.4172 5.7607 0.7576 0.6 -0.4 -0.1
O 3.9979 5.9524 2.0304 -0.6 0.2 -0.2
C 3.4510 7.1059 2.5103 0.1 0.8 1.5
O 3.4944 7.4437 3.6527 0.0 -0.3 -0.9
O 2.8409 7.8215 1.5227 0.2 -0.5 0.3
F 4.3307 5.1645 -0.0482 0.0 -0.2 -0.1
H 3.9858 7.6294 -0.1803 0.1 -0.2 0.0
H 2.2741 7.2019 -0.3798 0.0 0.1 0.2
H 2.5331 5.1235 0.8496 0.1 -0.1 -0.1
```
Forces are in eV/Å.

Charges computed using Mulliken, reported in e: C -1.231; C 0.557; F -0.268; C 0.174; N -0.484; C 0.151; N 0.021; O -0.377; N 0.167; C -0.870; C -0.134; C 0.169; O -0.540; O -0.455; N 0.657; N -0.924; H 0.317; H 0.311; H 0.410; H 0.252; H 0.252; H 0.367; H 0.387; H 0.382; H 0.421; H 0.328; H 0.390; H 0.266; H 0.288; C -0.047; C 0.284; O -0.292; C 0.589; O -0.484; O -0.324; F -0.267; H -0.004; H 0.290; H 0.266; C -0.444; C 0.534; O -0.318; C 0.609; O -0.489; O -0.311; F -0.293; H 0.292; H 0.269; H 0.158


Record 5
Density functional theory data (wB97M-V/def2-TZVPD) for a 2-piece molecular cluster, C13H19N overall.

## Properties
ΔE to the lowest compared entry with this formula, charge and spin = 29.32 kcal per mole
SMILES = Cc1c[nH]c2ccccc12.CC(C)C
E_LUMO = 0.910 eV
total charge = 0
orbital gap = 8.73 eV
E_tot = -15278.5408 eV

XYZ file:
```
33
Properties=species:S:1:pos:R:3:forces:R:3
C -4.1832 -0.3553 1.3550 -0.5 0.4 2.1
C -2.4142 -0.2054 -1.8913 -0.2 -0.3 1.1
C -2.5311 0.1774 -0.4881 0.1 -0.4 -3.4
C -3.7164 -0.4688 -0.0454 -0.1 -0.4 1.4
C -4.2079 -1.2477 -1.0500 0.7 0.1 0.2
C -1.3779 0.1570 -2.7089 0.5 1.6 -0.4
C -0.4655 1.0672 -2.1917 0.0 -0.3 0.4
C -0.4885 1.4286 -0.8357 -0.9 -0.6 -0.5
C -1.5269 0.9923 -0.0086 1.1 0.4 1.1
N -3.4542 -1.0333 -2.1918 -0.8 -0.6 0.9
H -1.3416 -0.0558 -3.7683 -0.1 -0.4 0.0
H 0.2894 1.4946 -2.8305 0.2 -0.1 -0.1
H -3.5775 -1.6335 -2.9759 0.3 0.0 -0.6
H 0.3257 2.0179 -0.4719 0.1 0.4 0.4
H -4.8692 -2.1020 -0.9929 -0.4 0.5 -0.1
H -1.4472 1.1962 1.0639 -0.2 0.2 -0.3
H -3.6896 -0.9256 2.1586 0.3 -0.7 -0.8
H -5.2459 -0.5240 1.5495 0.0 -0.2 -0.5
H -4.0081 0.6208 1.8277 -0.1 0.4 -0.8
C 2.9602 0.0436 1.3052 0.1 0.7 -2.1
C 2.8429 -1.3123 0.5920 0.5 -0.8 0.3
C 4.1971 0.0190 2.1787 0.6 -0.2 0.8
C 3.2533 1.1613 0.2255 0.9 -0.1 1.4
H 1.9942 0.2843 1.7443 0.3 0.0 0.7
H 2.2878 -2.0953 1.1112 -0.8 0.5 0.1
H 5.1215 0.2585 1.6509 -0.2 -0.2 -0.8
H 4.2614 0.7947 2.9470 -0.6 -0.4 0.4
H 4.3935 -0.9991 2.5364 -0.2 0.4 0.7
H 2.4396 1.7115 -0.2446 -0.1 -0.5 -0.1
H 3.9021 1.8925 0.7324 -0.5 0.2 -0.1
H 3.9448 0.7027 -0.4670 -0.1 0.0 -0.8
H 3.8089 -1.8248 0.6291 0.4 0.4 -0.6
H 2.5225 -1.2374 -0.4449 -0.2 0.0 0.1
```
Forces are in eV/Å.

Charges computed using Mulliken, reported in e: C -1.410; C -0.107; C 1.128; C 0.405; C -0.601; C -0.805; C -0.551; C -0.494; C -0.605; N -0.050; H 0.351; H 0.386; H 0.203; H 0.462; H 0.377; H 0.305; H 0.297; H 0.353; H 0.332; C 0.871; C -1.526; C -1.623; C -1.266; H 0.336; H 0.384; H 0.401; H 0.382; H 0.417; H 0.163; H 0.369; H 0.381; H 0.396; H 0.340


Record 6
Density functional theory data (wB97M-V/def2-TZVPD) for an isolated ion of composition C13H19N2 and charge +1.

## Properties
ΔE to the lowest compared entry with this formula, charge and spin = 54.16 kcal per mole
SMILES = [H]/N=C/c1ccccc1C/C=[NH+]/C(C)(C)C
E_LUMO = -3.792 eV
total charge = +1
orbital gap = 8.63 eV
E_tot = -16760.9593 eV

XYZ file:
```
34
Properties=species:S:1:pos:R:3:forces:R:3
C 0.9326 -3.5431 2.3911 1.9 -1.8 1.4
C 0.0723 -3.2848 3.4439 0.1 -1.7 0.5
C 0.8637 -2.8930 1.1924 -0.4 -0.4 0.4
C -0.9462 -2.3588 3.2882 2.8 0.1 -1.3
C -0.1133 -1.9819 1.0037 -0.9 1.1 -0.2
C -0.8890 -1.6138 2.1191 -1.8 0.8 0.0
C -0.4997 -1.4115 -0.3599 -0.2 -1.8 -0.1
C 0.0843 -0.0904 -0.5383 -0.8 2.1 -0.4
C -1.8339 -0.4517 2.0820 -1.7 -0.8 0.7
C 1.9873 2.3340 -1.4462 -0.2 0.9 -2.4
C 0.2916 2.3145 -3.3476 1.9 -5.4 -1.1
C -0.3665 2.7090 -0.9550 1.0 2.1 -1.5
C 0.5561 1.9122 -1.8942 0.3 2.4 1.6
N -1.9881 0.1914 0.9999 0.8 0.7 0.2
N 0.2077 0.5125 -1.6757 1.1 -0.4 0.6
H 1.7369 -4.3409 2.5580 -1.2 1.3 -0.3
H 0.2463 -3.9455 4.3147 -0.6 0.8 -0.3
H 1.5230 -3.1267 0.4288 1.1 -0.6 -1.5
H -1.5843 -2.0462 4.0390 -1.2 0.3 1.5
H -1.6099 -1.3405 -0.2061 1.1 0.3 -1.1
H 0.2989 0.5703 0.3306 0.0 -0.9 -0.6
H -2.5103 -0.3517 3.0418 1.4 0.2 -1.7
H 2.4155 3.1396 -2.1648 -1.1 -0.8 1.6
H 2.0165 2.5703 -0.3974 0.2 0.4 0.2
H 2.6436 1.5514 -1.6572 1.3 -1.6 0.0
H 1.0686 1.8033 -4.0689 -0.9 1.1 1.5
H 0.3694 3.3026 -3.4473 0.3 3.9 -0.4
H -0.6073 1.9670 -3.8201 -1.0 -0.1 0.4
H -0.1803 3.7940 -1.2521 -0.9 -1.2 0.2
H -1.3415 2.3398 -1.1918 -1.1 0.5 0.5
H -0.0767 2.7597 0.0917 -0.2 -0.8 0.1
H -0.3285 -2.0670 -1.2623 0.2 0.4 1.1
H -2.5741 0.9994 0.9213 -0.8 0.2 0.8
H 0.1355 0.0765 -2.5614 -0.6 -1.4 -0.7
```
Forces are in eV/Å.

Charges computed using Mulliken, reported in e: C -0.406; C -0.435; C -0.447; C -1.106; C 0.241; C 0.798; C -0.792; C 0.047; C -0.174; C -1.505; C -2.079; C -1.693; C 1.345; N -0.489; N 0.045; H 0.280; H 0.340; H 0.529; H 0.439; H 0.398; H 0.510; H 0.223; H 0.351; H 0.347; H 0.472; H 0.395; H 0.589; H 0.476; H 0.448; H 0.424; H 0.459; H 0.438; H 0.181; H 0.351